75
Properties=species:S:1:pos:R:3:forces:R:3 method="wB97M-V/def2-TZVPD" fmax_ha_per_bohr=0.005 energy_ha=-2771.202252 homo_energy_ev=-10.4 charge=+1
N -3.18419 -0.15566 -0.83188 0.008 0.094 0.081
N 1.43742 0.75246 3.33745 -0.012 0.011 0.010
H 3.75945 0.84245 -2.99618 0.025 0.001 0.002
C -0.22398 3.10526 -5.52354 0.017 -0.001 0.027
H -3.38545 -3.14985 -0.83159 0.001 -0.003 -0.007
N 0.00384 2.03283 0.35459 -0.039 0.183 -0.143
H -3.13487 3.29983 -4.69560 -0.002 -0.001 0.000
N 3.37809 0.14883 0.20837 -0.026 -0.044 -0.006
H 0.52332 -0.39393 1.87922 0.006 0.018 -0.024
H 1.38676 5.30766 2.28403 0.004 -0.006 0.003
C 3.59225 0.77188 -1.93517 -0.022 0.012 -0.030
C -1.22163 2.64339 0.38051 0.023 -0.047 0.016
H -2.50509 -4.67570 -1.06350 -0.005 0.002 0.002
H 0.33505 -3.78613 -3.60762 -0.001 0.005 -0.003
H -3.73917 -3.37814 -3.75838 -0.002 0.000 0.002
N -2.12389 -0.45030 -0.03776 0.055 -0.035 0.040
H 3.21105 3.28413 -2.68796 0.018 0.001 0.019
H 5.10770 2.19351 2.76911 0.003 0.005 0.001
N -1.25649 -1.26294 1.90922 -0.022 -0.008 -0.065
N 3.09352 1.82428 -1.21610 0.037 -0.033 0.040
O -2.90115 0.50901 -1.81740 -0.006 -0.027 -0.032
C -2.34242 -0.89113 1.19932 -0.049 0.015 0.015
H -4.35091 -0.88070 1.26374 -0.002 0.012 -0.006
H -0.88781 3.21140 -6.38143 -0.006 -0.002 -0.004
C 2.51898 1.27703 2.79109 -0.032 -0.031 -0.035
H 0.66568 2.55109 -5.82430 -0.012 0.007 0.001
H -2.24559 0.81320 -5.70006 0.000 0.001 0.001
H -1.75527 -3.33839 -0.17002 0.003 -0.001 -0.003
C 2.70869 3.12614 -1.73652 -0.057 0.043 -0.017
C 0.59204 4.69963 2.71326 -0.006 -0.002 0.031
C -2.52376 3.16870 -3.80216 0.009 -0.014 -0.006
H -2.75435 -4.84977 -3.61628 -0.003 0.000 -0.004
C -2.40284 -3.58938 -1.01236 0.004 -0.024 -0.006
C -0.16119 -3.93752 -2.64818 0.001 0.000 -0.007
H 0.96999 4.16860 3.58573 -0.003 0.004 0.001
C -1.57608 0.66062 -4.85275 -0.009 0.009 -0.006
H 5.68145 0.90055 3.83070 0.001 0.004 0.007
H -2.03815 2.29953 -0.23156 0.004 -0.010 -0.004
H 5.27588 0.54118 2.13276 -0.001 0.002 0.014
H 4.15502 -1.23558 -1.22975 0.000 -0.002 0.001
N 3.64709 0.84647 3.41071 -0.001 0.019 0.001
P -1.67995 -2.90720 -2.56070 0.014 0.002 0.028
O -4.32598 -0.54211 -0.59646 0.014 -0.017 -0.034
N -3.51998 -0.96114 1.82969 0.006 -0.037 0.023
P -1.03489 2.23414 -4.17281 -0.061 0.000 -0.024
H 3.97191 -0.51792 5.02650 -0.001 0.000 0.004
H 0.07808 4.09471 -5.17976 0.001 0.001 -0.007
C 1.89557 -0.05966 4.34236 -0.008 -0.014 0.036
H -2.09421 0.09478 -4.07752 0.005 -0.002 -0.004
C -1.19011 3.70215 1.23979 -0.006 0.002 0.028
N 0.08461 3.75506 1.73121 0.019 -0.001 0.000
C -2.72350 -3.77323 -3.79679 -0.004 0.007 -0.002
H 0.53448 -3.63488 -1.86314 0.001 -0.001 0.000
H 0.52226 -2.00952 1.50198 0.005 -0.011 -0.010
H -3.09734 2.63104 -3.04821 -0.006 -0.005 0.003
C 0.77491 2.72949 1.17010 -0.011 -0.167 0.038
Tl 0.26218 -0.01349 -1.45554 -0.020 -0.068 0.086
H -0.38339 -5.00048 -2.53185 0.002 0.002 0.000
C 3.25807 -0.02112 4.39273 0.017 -0.002 -0.012
H -2.33374 -3.59496 -4.79953 0.003 0.001 0.000
H -0.22325 5.34600 3.02587 0.004 0.010 -0.014
C 3.76931 -0.24740 -1.04264 0.004 -0.016 0.007
H 1.22612 -0.61370 4.97947 -0.005 0.009 0.001
H -3.57700 -1.39224 2.73590 0.002 0.009 -0.001
H -1.94436 4.40851 1.54035 0.001 0.004 -0.002
H -2.24254 4.14691 -3.41179 0.005 0.000 0.003
N 0.02884 -1.13381 1.37785 0.044 0.035 -0.007
C 2.97034 1.39656 0.07050 -0.014 0.037 0.023
P 2.55428 2.50299 1.45249 0.049 0.059 -0.061
H -0.70543 0.09361 -5.18465 0.008 -0.001 0.004
H -1.35823 -1.35119 2.90980 -0.026 0.011 -0.002
C 5.01244 1.13486 3.00726 0.007 -0.009 -0.012
O -0.13072 2.07971 -2.98254 0.035 0.016 -0.003
H 1.63082 3.16995 -1.89200 0.010 -0.002 0.001
H 3.02582 3.90392 -1.04146 0.007 -0.008 0.004

29
Properties=species:S:1:pos:R:3:forces:R:3 method="wB97M-V/def2-TZVPD" fmax_ha_per_bohr=0.084 energy_ha=-1211.220300 homo_energy_ev=-7.5 charge=0
H 2.09034 -1.91036 1.75997 0.589 -0.045 0.692
C 1.33710 -1.22008 2.11728 -2.127 -1.601 -3.415
H 1.28830 3.31193 0.42260 -0.393 0.357 -0.502
H 0.64137 3.45559 -1.28159 -1.381 2.488 -1.509
P -0.18630 -0.82599 -1.41833 1.912 1.584 -0.396
H 1.61014 -0.57492 2.87688 0.684 1.006 1.663
N 1.06605 -1.23271 -0.29205 -2.339 0.047 -0.536
H -2.02869 -2.24512 -1.22339 -0.348 -1.571 -0.405
H 2.60215 -0.36116 -1.35825 0.797 -0.573 0.380
N 1.08097 -0.40509 0.86742 1.601 -1.978 1.427
H 2.92059 -1.80917 -0.12789 1.012 0.530 -0.781
H -3.32097 -1.95187 -0.05424 -0.475 1.503 -0.590
N 0.53339 1.65946 -0.52268 -1.462 -0.984 0.798
H -3.44867 0.58192 0.86753 0.740 0.292 -0.104
H -1.92738 -2.42185 0.57292 1.464 -1.099 0.855
P 0.16618 0.94841 0.97137 -0.414 1.377 0.102
H -0.36209 1.22293 -2.36371 0.650 0.580 0.803
H 2.16820 2.79535 -0.98750 1.099 0.004 -0.406
H -2.61863 1.55590 -0.29499 0.223 0.160 -0.661
H -2.60168 1.98048 1.32222 0.923 1.061 1.684
C 2.34370 -1.35427 -0.94301 -0.090 0.716 1.198
C -2.25373 -1.86147 -0.25339 0.073 0.845 -0.383
C -2.49315 1.15116 0.69718 -2.456 -1.645 -1.121
H 0.45313 -1.89254 2.36387 0.760 1.047 -0.021
C 1.18394 2.92723 -0.60120 1.173 -1.798 1.643
N -1.39050 0.21644 0.76364 0.128 0.717 -0.142
N 0.42524 0.92069 -1.74000 -1.428 -2.289 -0.313
H 2.22340 -2.06031 -1.72839 0.106 -0.662 -0.773
N -1.50241 -0.60062 -0.41229 -1.019 -0.068 0.811

174
Properties=species:S:1:pos:R:3:forces:R:3 method="wB97M-V/def2-TZVPD" fmax_ha_per_bohr=0.063 energy_ha=-6347.822012 homo_energy_ev=-9.8 charge=0
C 4.65363 -4.36687 5.79081 0.008 -0.065 0.169
N -1.12045 0.10660 8.29342 -0.021 0.094 0.012
N 6.03745 -2.71482 -0.26415 1.591 0.387 0.250
H -4.96511 1.72039 -8.67522 -0.110 0.030 0.010
C 3.32858 -0.09078 1.62937 0.156 0.274 -0.065
C 2.84916 -1.79135 -1.45930 -0.139 -0.172 -0.184
S -3.67860 2.31204 -5.93102 0.344 1.342 -1.738
H 7.76914 -4.62830 3.95266 -0.040 0.099 0.024
O -6.51072 1.30883 -13.15536 0.010 0.000 0.006
H -0.07157 2.96664 -5.11292 -0.182 -0.121 0.006
H 4.32118 -3.04099 -0.52535 -2.365 -1.035 -1.962
C 2.41131 -6.01894 5.81602 -0.181 -0.166 0.179
C 8.77559 -4.29183 4.15284 -0.104 -0.147 -0.070
N 4.03459 -3.73530 9.75211 0.005 0.012 -0.011
C -3.81278 2.72415 -4.12740 -0.197 0.300 0.830
C -2.19038 6.45885 0.81170 -0.314 -0.324 -0.597
H -4.59098 -0.32557 -1.11104 0.263 -0.143 0.041
C 2.54664 -3.87369 -3.28407 0.060 -0.221 -0.080
H 1.19340 5.89544 -3.72471 0.002 0.011 0.209
C 3.77984 -4.35606 4.71767 0.085 0.134 -0.078
H -0.65629 2.47036 0.10066 0.093 -0.072 0.081
H 2.52147 -1.84854 2.56421 0.005 -0.076 -0.034
N -2.17904 1.59129 1.30258 0.484 0.149 -0.489
H -0.88012 6.15974 -6.03756 0.014 -0.100 -0.063
H -7.03639 -0.58790 -2.86006 -0.129 -0.240 0.191
H -4.68380 -0.44444 -4.01082 0.192 0.174 -0.118
H -3.52959 -3.78620 7.90135 -0.015 0.013 0.006
C 3.45471 -3.98664 -2.24364 -0.123 0.161 -0.031
N 1.72701 -5.14687 3.62017 0.017 -0.021 0.034
C 10.28729 -2.58458 4.96154 0.143 0.130 0.057
H -0.38238 5.22930 -4.02341 -0.192 -0.316 0.057
C -0.43878 -3.17452 6.65793 -0.059 -0.036 0.020
H -3.02271 5.99015 -4.66168 0.160 -0.090 -0.319
H -9.59061 2.05319 -2.53094 -0.077 0.068 0.221
H 3.89324 -1.09376 9.39945 0.035 -0.104 -0.023
H 3.10161 -6.67096 7.73468 0.001 -0.007 0.002
H -8.50073 0.93701 -3.31642 0.192 -0.005 -0.107
O 0.03253 6.41417 -6.20914 0.144 0.327 0.057
C -4.71707 2.23272 -9.59018 0.187 0.149 -0.355
H 2.09859 -4.38348 11.47642 0.087 -0.023 -0.073
C 5.10201 -1.79801 0.40579 0.907 1.338 1.275
N 7.86677 -2.16034 4.97110 -0.049 0.031 0.001
H -2.57214 0.15356 -5.72143 -0.032 0.017 0.227
O 0.72878 -3.51427 -5.27252 -0.020 0.014 -0.024
C -4.80913 5.73866 -3.50958 -0.146 -0.049 -0.225
H -1.29010 1.44086 -4.71742 -0.495 -0.163 -0.054
C -1.60739 -3.86432 6.95081 0.000 -0.009 0.009
N -5.67053 2.18563 -13.19739 -0.026 -0.037 -0.068
H 3.96772 -3.70757 3.87451 -0.067 -0.017 -0.025
H -4.68923 6.80534 -3.33518 0.057 0.057 0.057
H -4.79674 5.23607 -2.54163 0.080 0.007 0.081
H 5.08433 -5.20798 7.71541 0.042 -0.029 0.002
H -3.01667 6.24887 1.48853 0.007 0.107 0.201
C 1.26277 -1.10335 11.52940 -0.002 -0.018 -0.009
C -0.27395 -1.86848 7.09124 0.182 -0.025 -0.089
C 0.89325 5.37678 -5.76389 -0.767 -0.171 0.095
C -6.32953 -0.02156 -2.25955 0.460 0.652 -0.004
C -2.61873 -3.24900 7.67634 0.096 -0.031 -0.046
H 2.25888 0.44518 10.42800 -0.001 0.002 -0.027
C -3.40994 0.58594 -6.25226 -0.318 -0.148 -0.164
C -1.85424 5.17173 0.04356 0.014 0.645 1.296
C 0.67310 5.11295 -4.27134 0.512 0.624 -0.095
H 1.35044 -0.76905 -2.60053 -0.044 -0.013 -0.089
O -4.90471 2.71664 -6.59063 -0.489 -0.719 0.924
H -5.81209 5.60735 -3.91163 -0.085 -0.015 -0.029
C 3.26609 -1.45302 1.88654 0.146 -0.076 0.004
C 2.22586 -0.61038 10.65881 -0.088 -0.020 0.053
H -3.17757 0.56871 -7.31611 0.077 0.231 -0.088
C 5.18638 -0.44164 0.14323 0.249 -0.046 0.042
H -2.72012 4.71631 -10.74634 0.008 0.005 -0.013
H -1.72893 -4.88500 6.61259 -0.001 0.003 -0.022
C 1.80531 -2.71183 -3.39805 0.095 0.018 0.090
H -4.25213 4.90418 -5.38623 0.401 0.093 -0.369
C -5.00116 2.55276 -11.94004 0.050 0.039 0.135
C -4.06409 3.56832 -11.94987 0.128 0.163 -0.069
H -4.16180 -2.01006 -3.47529 0.046 -0.051 -0.119
C -5.33207 1.87592 -10.78048 -0.091 -0.183 0.178
H -2.81566 0.52339 -0.78405 -0.215 0.071 -0.036
H -6.06074 1.07930 -10.80100 -0.031 0.024 -0.119
C 1.94063 -1.66756 -2.49832 -0.011 0.149 0.099
H 12.36814 -3.07053 4.88172 0.001 0.017 0.009
O 6.75203 -2.59854 4.74044 0.254 0.275 -0.209
C -3.72942 5.18564 -4.47762 -0.589 0.058 1.158
H 4.10419 -3.37792 1.46968 -0.002 -0.023 -0.071
O -2.54262 3.02955 -6.48957 0.656 -0.542 0.755
H -2.61391 5.04858 -0.71872 0.181 -0.378 -0.335
C 4.15609 -2.31732 1.27059 0.052 0.307 1.167
C -1.33006 0.81664 1.67113 0.028 -0.297 0.569
C -1.86818 3.98116 1.00156 0.621 0.009 -0.339
C -2.46331 -1.94448 8.11555 -0.182 -0.037 0.077
H -2.38364 -1.00216 -2.08021 0.193 -0.031 0.025
O -0.42190 2.39695 -3.14884 -0.592 0.494 -0.185
O 3.93954 -4.92134 10.00655 0.031 0.007 0.020
H 0.63207 -1.32589 6.86491 -0.034 0.092 0.065
H -0.57186 0.41995 -3.50007 -0.142 -0.238 -0.098
Cl -0.47236 4.10104 2.13831 -0.273 -0.051 0.235
H -6.26610 1.07646 -0.56856 -0.065 -0.374 0.618
O -8.67845 1.73465 -0.23223 0.176 0.229 0.185
C 2.66731 -5.17978 4.74748 0.110 0.023 0.121
H -4.33535 0.03425 -6.12796 -0.031 -0.052 0.302
C -1.19682 1.30342 -3.63778 0.666 0.436 -0.011
C 3.29033 -6.02661 6.88706 0.105 0.108 -0.049
H -2.10506 -0.96242 -3.78434 -0.054 0.063 -0.203
C -2.72946 -0.53368 -3.00259 -0.436 0.289 -0.300
H 5.93491 -0.05627 -0.53283 0.021 -0.118 -0.047
O 0.73734 -5.84733 3.67806 0.015 0.034 -0.001
H 1.90753 5.71666 -5.94299 0.106 -0.084 -0.113
H -3.30318 3.54281 -8.65175 -0.004 0.002 0.020
C 4.40876 -5.20170 6.87614 -0.042 -0.147 -0.202
H 0.68150 4.47677 -6.34671 0.283 -0.138 -0.017
H 11.99156 -5.30760 3.90370 0.003 -0.005 0.005
O 6.86903 -2.23138 -1.00513 -0.165 -0.069 0.119
H -1.17444 0.93483 -1.22108 0.054 -0.103 0.005
C 11.14859 -4.66848 4.13028 -0.010 0.013 0.006
C -2.22285 1.21460 -1.37677 0.157 0.119 -0.257
C 9.00982 -3.03903 4.69025 0.134 -0.116 -0.056
H 1.18515 1.95335 -4.32814 0.010 -0.053 -0.148
O -2.01754 0.58879 8.95536 0.015 -0.018 0.021
H -3.24564 -1.45984 8.67988 0.065 0.099 0.012
C -2.99991 3.97425 -3.84052 -0.357 0.699 -1.384
C -1.29065 -1.27515 7.81729 -0.004 -0.168 -0.044
H 2.96747 -0.98423 -0.74778 -0.159 -0.121 -0.203
C 3.14275 -1.47058 10.07812 0.067 0.168 -0.098
C -8.08905 1.32678 -1.20346 -0.475 -0.127 0.386
H 4.33292 1.47616 0.55878 0.019 0.002 -0.005
O -0.09419 0.68577 7.99863 0.051 -0.038 0.007
H -2.97277 4.14787 -2.77459 0.402 -0.362 0.267
C 3.07645 -2.81802 10.38180 -0.145 0.099 0.044
H -3.81471 4.07941 -12.86753 -0.084 -0.059 -0.061
O 5.91856 -3.90471 -0.04278 0.386 -0.148 0.236
O 0.23167 -1.53330 -4.60069 -0.060 0.021 -0.066
C 2.12936 -3.32814 11.25109 -0.112 -0.141 0.096
H 0.54468 -0.42825 11.97596 -0.001 0.006 0.000
H -5.41830 -1.80980 -1.59072 0.305 -0.141 0.185
N -6.95836 0.49391 -1.03149 0.029 0.351 -1.108
H 2.62576 0.58212 2.10273 0.015 0.007 0.009
H -2.73351 4.02116 1.65343 -0.300 -0.102 -0.231
N 0.85134 -2.58109 -4.51157 0.058 -0.025 0.134
H 0.34551 -3.65858 6.09103 0.026 0.023 0.007
H 5.51831 -3.71314 5.76555 -0.305 -0.262 0.168
C 11.36230 -3.41027 4.67810 -0.038 -0.100 -0.045
O -5.34592 2.78098 -14.20532 0.005 0.004 0.009
H 9.69322 -6.08880 3.44479 -0.020 -0.004 -0.003
H 0.46821 -2.84110 12.50715 0.002 -0.018 0.003
C -3.77945 3.26106 -9.57966 -0.026 -0.043 -0.035
Cl -0.23258 5.36345 -0.66927 -0.170 -0.135 -0.729
C 0.47748 2.77649 -4.18338 0.628 -0.080 0.190
C 1.21710 -2.45950 11.82713 0.018 0.104 -0.050
O -3.71803 1.67688 -3.21607 0.249 -0.117 -0.550
H -2.02611 3.92345 -4.30232 0.372 -0.269 0.354
H 10.44590 -1.60419 5.38486 -0.115 0.026 -0.005
C -4.18541 -0.95632 -3.19362 -0.004 -0.746 0.484
O 8.09095 -1.05543 5.41279 -0.001 -0.001 0.011
C -5.07308 -0.83919 -1.93956 -0.914 0.453 -0.344
S -0.22829 -0.17070 2.17484 -0.173 -0.083 -0.061
C 4.28765 0.41467 0.75959 -0.135 0.018 0.289
O -2.41313 2.53308 -0.87816 -0.295 -0.179 0.153
H 2.42292 -4.67883 -3.99260 -0.079 0.062 -0.074
C 9.85771 -5.10894 3.87059 0.092 0.048 0.032
H -7.97201 2.58623 -2.92679 0.201 -0.046 -0.066
C -2.49525 1.01385 -2.88321 0.371 -0.554 0.986
H -2.54623 7.19365 0.09384 0.151 0.237 0.032
O 1.99293 -4.40598 2.69131 -0.056 0.036 -0.126
O 4.86464 -3.25977 9.00274 0.055 0.096 0.169
O 1.22939 3.88571 -3.83387 -0.331 -0.164 0.081
H 4.04536 -4.88630 -2.14292 0.039 -0.022 0.020
H -1.32767 6.84136 1.34183 0.013 0.016 0.185
C 3.60775 -2.94815 -1.33429 -0.521 -0.573 -0.762
C -3.45197 3.92023 -10.75792 -0.068 -0.076 0.083
C -1.71681 2.62095 0.32190 -0.050 0.478 0.106
H -4.84979 3.05800 -4.06873 -0.246 -0.412 -0.094
C -8.55616 1.73399 -2.58124 -0.214 -0.326 -0.204
H 1.53959 -6.65661 5.82561 -0.038 0.041 -0.138
H -6.01202 0.82030 -2.88255 0.017 0.005 -0.146

Table of LUMO level (eV), in record order: -2.05, 1.02, -1.14
Table of energy above the lowest of the compared OMol25 structures with the same formula, charge and spin (kJ/mol), in record order: 0.00, 21.59, 0.00
Table of Kohn-Sham gap (eV), in record order: 8.40, 8.52, 8.62